No. 1
Formula: C14H17N3O5S3
Source: the Open Molecules 2025 dataset
Level of theory: ωB97M-V/def2-TZVPD

## Properties
LUMO: -0.59 eV
ΔE to the lowest compared entry with this formula, charge and spin: 0.00 kcal/mol
M: 403.5 u
Orbital gap: 8.1 eV
Charge: 0
2S+1: 1

XYZ file:
```
42
Properties=species:S:1:pos:R:3:forces:R:3:lowdin_charge:R:1
O -0.234 3.400 -6.184 0.1 -0.9 2.2 -0.314
O 2.016 2.853 -5.360 -2.5 -1.5 1.2 -0.351
O 1.476 -1.427 -1.242 -1.4 1.5 0.7 -0.307
O -0.597 -2.518 -1.712 -0.3 2.3 0.4 -0.304
O 2.639 -2.242 3.378 -0.5 0.1 -0.4 -0.102
S 0.665 0.425 -3.687 -0.7 1.0 0.4 1.129
C -1.092 2.235 -2.879 0.1 -0.6 0.8 -0.039
C -1.226 1.095 -1.950 0.5 1.4 -1.0 -0.208
C -0.092 2.009 -3.796 0.1 -0.3 -0.2 -0.568
C -0.350 0.125 -2.337 -0.1 -0.7 1.4 -0.556
C -0.920 -3.163 3.119 0.5 0.9 -0.3 -0.071
C 0.384 -3.104 3.606 -0.6 0.4 -1.3 -0.016
C -1.295 -2.363 2.056 0.4 0.5 -1.2 -0.028
C 0.955 -1.468 1.889 0.0 0.8 -1.2 0.047
C 1.315 -2.273 2.942 0.9 -1.4 2.2 -0.244
C -0.355 -1.538 1.385 -0.1 -0.9 1.4 -0.262
N -1.551 2.199 0.246 -0.4 -0.2 -0.8 -0.071
N 0.756 4.557 -4.171 -2.2 -0.3 -0.5 -0.072
N -0.711 -0.771 0.259 0.7 0.8 -2.6 -0.154
C 3.122 -3.279 4.251 -0.5 -0.5 -1.3 -0.075
C -0.179 2.125 0.787 -1.1 0.8 0.8 -0.100
C -2.081 -0.246 0.019 0.1 -1.2 0.4 -0.146
C -2.036 1.116 -0.658 0.9 0.4 0.8 -0.282
S 0.595 3.121 -5.010 2.7 2.2 -3.2 0.610
S 0.026 -1.257 -1.282 0.7 -3.8 0.4 0.722
H -1.685 3.155 -2.751 0.6 -0.5 -0.3 0.140
H -1.663 -3.823 3.525 0.0 -0.2 0.4 0.104
H 0.594 -3.748 4.423 0.7 -0.2 0.5 0.093
H -2.296 -2.423 1.656 -0.1 -0.1 0.0 0.105
H 1.699 -0.805 1.406 -0.5 -0.6 0.4 0.140
H -2.225 2.373 1.002 0.4 -0.2 -0.6 0.115
H 0.829 5.264 -4.909 0.0 -0.1 0.4 0.083
H 1.597 4.456 -3.661 1.1 0.2 0.6 0.050
H 2.788 -4.280 3.887 0.0 0.7 0.3 0.102
H 4.210 -3.285 4.152 -0.2 0.3 0.2 0.090
H 2.790 -3.114 5.267 0.0 0.0 0.3 0.085
H -0.146 1.427 1.632 0.4 0.2 0.0 0.067
H 0.532 1.785 0.054 0.2 0.1 -0.4 0.072
H 0.046 3.170 1.126 0.2 -1.0 -0.2 0.094
H -2.687 -0.956 -0.596 0.3 0.3 0.5 0.138
H -2.552 -0.145 1.021 0.2 -0.1 -0.7 0.139
H -3.062 1.337 -0.905 -0.4 0.3 -0.2 0.144
```
Positions in Å, forces in eV/Å.

No. 2
Formula: CH3Cl2OP
Source: the Open Molecules 2025 dataset
Level of theory: ωB97M-V/def2-TZVPD

## Properties
LUMO: -1.72 eV
ΔE to the lowest compared entry with this formula, charge and spin: 59.19 kcal/mol
M: 132.9 u
Orbital gap: 7.9 eV
Charge: 0
2S+1: 1

XYZ file:
```
8
Properties=species:S:1:pos:R:3:forces:R:3:lowdin_charge:R:1
C -1.224 0.073 0.000 -1.1 -4.3 0.1 -0.104
O 0.013 -0.669 -0.239 1.3 -0.6 1.1 -0.555
P 1.324 -0.589 0.714 -1.2 2.4 -1.6 0.542
Cl 1.785 2.091 -0.197 -0.3 -2.1 0.8 -0.337
Cl 2.728 -1.529 -0.360 -0.4 0.1 -0.1 0.236
H -1.492 0.380 -0.952 -0.7 0.7 -1.7 0.067
H -1.077 0.863 0.606 0.7 2.7 2.1 0.020
H -2.058 -0.620 0.427 1.7 1.0 -0.7 0.131
```
Positions in Å, forces in eV/Å.

No. 3
Formula: CH4N2O2
Source: the Open Molecules 2025 dataset
Level of theory: ωB97M-V/def2-TZVPD

## Properties
LUMO: 8.18 eV
ΔE to the lowest compared entry with this formula, charge and spin: 23.40 kcal/mol
M: 76.1 u
Orbital gap: 5.7 eV
Charge: -2
2S+1: 1

XYZ file:
```
9
Properties=species:S:1:pos:R:3:forces:R:3:lowdin_charge:R:1
C -0.130 0.158 -0.332 -0.7 -3.8 -3.8 -0.439
N -0.110 -1.371 0.034 1.9 0.5 1.7 -0.322
N -0.481 0.922 0.741 1.9 2.5 3.4 -0.325
O 0.200 -2.271 -0.997 -0.2 0.0 -1.5 -0.616
O -0.768 2.309 0.437 -0.4 -0.1 -0.6 -0.584
H -0.937 0.113 -1.135 0.8 0.5 0.7 0.094
H 0.818 0.514 -0.798 0.0 -0.3 -0.3 0.072
H 0.781 -1.575 0.603 -1.6 1.3 -0.2 0.045
H 0.507 1.090 1.109 -1.7 -0.6 0.5 0.074
```
Positions in Å, forces in eV/Å.

No. 4
Formula: C10H15NO4
Source: the Open Molecules 2025 dataset
Level of theory: ωB97M-V/def2-TZVPD

## Properties
LUMO (alpha / beta): 0.55 / -2.07 eV
ΔE to the lowest compared entry with this formula, charge and spin: 117.11 kcal/mol
<S²>: 2.019
M: 213.2 u
Orbital gap (alpha / beta): 7.5 / 7.2 eV
Charge: 0
2S+1: 3

XYZ file:
```
30
Properties=species:S:1:pos:R:3:forces:R:3:lowdin_charge:R:1
C 0.648 -0.965 -1.554 -3.8 4.2 4.8 0.073
C 1.227 -2.280 -3.564 -4.8 -0.1 -0.7 -0.262
C -1.041 1.507 1.925 -1.2 2.0 -1.7 -0.192
C -0.720 0.086 2.152 0.6 -1.4 -0.7 -0.135
C -2.022 1.636 0.676 2.7 -0.6 1.8 -0.109
C -1.004 -0.378 -0.276 4.2 -1.6 -2.5 0.045
C 1.567 -1.293 -0.485 0.9 -2.1 -1.3 -0.427
C -0.215 -0.819 0.933 -1.8 0.5 1.5 -0.297
C -1.306 1.057 -0.528 -2.2 -0.2 -1.0 -0.347
C 3.064 -1.031 -0.810 -1.8 1.9 2.5 0.004
N 0.342 -1.477 -2.740 0.3 -2.9 -4.7 -0.167
O 2.266 -2.656 -3.214 3.6 -0.7 0.8 0.108
O -0.834 -1.396 -3.287 0.0 0.8 1.0 0.063
O 1.169 -0.739 0.710 0.0 1.8 1.2 -0.060
O -2.282 1.185 -1.603 -0.4 0.5 1.2 -0.034
H 0.596 -2.690 -4.428 0.9 0.9 0.6 0.159
H -1.427 1.976 2.855 -0.1 -0.4 -0.6 0.122
H -0.261 2.165 1.597 1.2 0.0 0.2 0.103
H 0.154 -0.019 2.813 -1.0 -0.2 0.8 0.125
H -1.765 -0.296 2.402 1.8 -0.5 0.5 0.147
H -2.943 1.195 0.927 -1.3 -0.8 -0.3 0.108
H -2.141 2.632 0.407 -0.7 2.0 0.0 0.096
H -1.776 -1.023 -0.610 -0.9 -0.5 -0.1 0.120
H 1.476 -2.377 -0.368 0.1 -0.7 0.1 0.158
H -0.444 -1.843 1.374 0.0 0.7 -1.3 0.166
H -0.553 1.702 -0.947 1.2 0.0 1.0 0.152
H 3.480 -0.815 0.211 0.2 -0.2 -1.1 0.101
H 3.051 -0.104 -1.409 0.8 -0.7 0.0 0.095
H 3.400 -1.943 -1.212 1.0 -0.5 -0.9 0.048
H -2.111 0.513 -2.232 0.4 -1.1 -1.2 0.037
```
Positions in Å, forces in eV/Å.

No. 5
Formula: C5H22AgO7
Source: the Open Molecules 2025 dataset
Level of theory: ωB97M-V/def2-TZVPD

## Properties
LUMO (alpha / beta): -0.24 / -0.26 eV
<S²>: 0.753
M: 302.1 u
Orbital gap (alpha / beta): 5.8 / 5.5 eV
Charge: 0
2S+1: 2

XYZ file:
```
35
Properties=species:S:1:pos:R:3:forces:R:3:lowdin_charge:R:1
Ag 0.278 -0.904 0.180 0.6 -0.6 -0.6 1.186
C 1.685 1.576 1.384 3.4 -1.3 1.7 -0.052
C 2.579 0.457 0.788 -1.9 -0.8 -0.7 -0.502
C 3.360 -0.229 1.826 1.7 0.9 0.7 -0.090
O 1.879 -0.612 0.113 17.5 4.2 -0.4 -0.417
H 1.281 2.178 0.702 -1.7 2.3 -3.2 -0.002
H 2.370 2.264 1.938 -0.6 -0.6 0.0 0.102
H 0.886 1.249 1.972 -1.0 -0.8 1.3 0.055
H 3.275 1.005 0.131 -0.1 -0.5 -0.3 0.132
H 2.815 -0.811 2.557 -0.4 -0.3 -0.2 0.076
H 3.766 0.619 2.366 0.9 -0.1 0.7 0.067
H 4.167 -0.789 1.335 -0.3 -0.1 0.5 0.090
C -2.630 1.383 -1.131 -1.2 0.0 1.3 -0.094
C -1.411 1.484 -0.238 2.3 -0.9 -2.5 -0.314
O -0.669 0.272 -0.490 -11.2 13.2 -6.6 -0.528
H -3.357 0.591 -0.732 1.4 0.4 -0.6 0.099
H -2.348 1.209 -2.177 -0.4 0.5 0.3 0.081
H -3.275 2.230 -0.977 -0.1 0.9 -0.6 0.064
H -1.642 1.692 0.763 -0.7 -0.3 1.9 0.084
H -0.654 2.294 -0.457 -1.4 0.0 -0.4 0.108
O 1.331 1.594 -1.981 0.1 -0.5 -2.1 -0.007
H 0.773 1.472 -1.247 -1.4 -0.9 1.3 -0.059
H 1.920 2.250 -1.689 1.4 1.4 0.3 0.011
O -2.395 -2.131 0.333 -0.4 0.2 -0.3 -0.035
H -2.602 -2.876 0.874 -0.6 -1.0 0.4 0.061
H -3.112 -2.043 -0.302 0.1 0.2 -0.1 0.082
O -1.815 -1.079 -2.516 0.4 -1.4 0.0 -0.063
H -1.802 -0.344 -1.880 0.1 0.1 -0.3 -0.019
H -2.483 -1.086 -3.197 -0.3 0.6 0.1 0.063
O 0.058 -2.248 -1.022 -2.0 -7.0 -7.0 -0.162
H -0.792 -2.054 -1.479 0.4 0.1 -0.6 0.028
H 0.063 -3.188 -1.052 0.4 -1.6 -0.1 0.062
O -0.328 -1.458 1.660 -5.0 -7.0 15.3 -0.228
H 0.032 -2.149 2.271 -0.3 0.5 0.2 0.103
H -1.191 -1.825 1.378 0.0 0.4 0.6 0.015
```
Positions in Å, forces in eV/Å.